# 1
This record from the Open Molecules 2025 dataset describes a molecular structure, C31H34N7O4ReS. The level of theory is the ωB97M-V functional and the def2-TZVPD basis.

Computed properties:
Orbital gap (spin up / spin down) = 7.5657 / 6.8587 eV
Strongest force on any atom = 0.3 eV/A
ΔE to the lowest compared entry with this formula, charge and spin = 0.0 kcal per mole
<S²> = 3.77
E_tot = -2362.2910 a.u.
Total charge = +1
2S+1 = 4

Last column: Löwdin charge in e.
Geometry (Å):
H1 2.317 -4.083 2.301  0.120
C1 -2.410 -2.426 -0.898  -0.129
H2 3.409 -3.382 4.400  0.109
H3 3.535 2.616 2.769  0.118
H4 -2.470 1.518 1.619  0.068
C2 4.664 1.761 -1.258  -0.045
H5 -3.889 0.436 1.621  0.108
H6 -0.489 -2.430 -1.949  0.105
C3 0.749 0.977 -2.562  -0.075
H7 -2.525 -1.940 1.187  0.126
C4 2.895 2.078 -2.831  -0.016
O1 1.777 -0.034 -0.066  -0.210
N1 -0.143 -2.042 0.055  -0.109
C5 -2.778 0.504 -2.282  -0.129
C6 0.421 3.245 3.839  -0.100
C7 -2.692 4.273 1.223  -0.061
N2 1.807 2.366 1.688  0.168
H8 -0.177 3.586 4.677  0.117
H9 -6.368 5.733 1.412  0.098
N3 -0.203 2.142 0.500  -0.239
H10 -1.254 0.517 -3.788  0.125
C8 1.799 3.185 3.919  -0.038
H11 -2.722 3.989 -2.148  0.110
N4 -0.245 2.889 2.743  0.139
H12 -3.507 -0.214 -2.661  0.111
C9 -4.384 4.618 -0.955  -0.018
H13 -5.037 4.769 -1.806  0.115
C10 -3.090 4.178 -1.150  -0.078
H14 1.230 0.322 4.269  0.111
H15 2.333 3.485 4.808  0.108
H16 -3.942 -1.476 0.255  0.137
H17 -1.410 -1.012 -2.974  0.089
C11 2.103 -3.111 2.732  -0.024
C12 -3.988 4.705 1.418  -0.015
H18 2.508 2.497 -3.752  0.123
H19 0.591 1.281 -3.595  0.141
C13 -1.403 0.064 -2.807  -0.174
H20 -2.349 -0.080 2.364  0.088
C14 4.185 2.335 -2.443  -0.066
H21 -6.644 5.676 -0.249  0.098
N5 -0.236 0.372 -1.973  -0.114
C15 2.534 0.737 -0.836  -0.318
O2 0.011 -0.184 2.071  -0.231
H22 -4.337 4.919 2.421  0.116
O3 -0.574 3.116 -1.779  -0.307
C16 1.207 -2.256 2.068  -0.145
H23 -2.942 -3.362 -0.718  0.124
H24 0.590 -3.818 0.726  0.144
C17 2.046 1.279 -2.040  -0.144
H25 -2.695 1.766 -0.558  0.069
H26 -3.034 1.458 -2.746  0.115
C18 -3.013 0.756 -0.793  -0.174
C19 1.490 -0.636 3.840  0.008
C20 -2.799 0.483 1.553  -0.057
H27 -2.031 4.138 2.066  0.091
C21 -2.848 -1.509 0.238  -0.167
N6 -6.161 5.277 0.539  0.113
C22 3.861 0.968 -0.471  -0.005
O4 0.292 4.535 0.083  -0.255
C23 2.708 -2.727 3.903  -0.069
C24 0.537 -2.742 0.896  -0.042
C25 2.455 2.714 2.793  -0.095
C26 -2.241 3.988 -0.062  -0.314
H28 2.850 -1.177 5.386  0.115
H29 4.826 2.961 -3.046  0.109
C27 -4.856 4.886 0.335  -0.314
S1 -0.573 3.494 -0.388  0.636
C28 -0.896 -2.736 -0.986  -0.169
Re1 -0.171 0.093 0.116  1.752
H30 4.221 0.528 0.449  0.122
H31 -2.778 -2.064 -1.855  0.089
H32 -4.094 0.728 -0.615  0.139
H33 5.686 1.947 -0.952  0.113
C29 0.488 2.491 1.714  -0.495
H34 -0.728 -3.810 -0.895  0.120
N7 -2.365 -0.097 0.244  -0.315
C30 0.896 -1.003 2.630  -0.306
C31 2.389 -1.482 4.455  -0.044

=====

# 2
This record from the Open Molecules 2025 dataset describes a molecular structure, C31H35As2F10N4O7S3Y. The level of theory is the ωB97M-V functional and the def2-TZVPD basis.

Computed properties:
Orbital gap = 7.7246 eV
Strongest force on any atom = 3.4 eV/A
ΔE to the lowest compared entry with this formula, charge and spin = 48.7 kcal per mole
E_tot = -8651.1317 a.u.
Total charge = 0

Last column: Löwdin charge in e.
Geometry (Å):
H1 -1.511 4.606 0.665  0.028
H2 0.006 5.676 -1.273  0.023
H3 0.398 1.741 -4.371  0.042
F1 -2.089 -6.706 3.274  0.151
O1 3.461 -2.509 1.409  -0.258
O2 2.584 -0.485 -2.254  -0.011
O3 0.623 -5.563 2.694  -0.248
C1 0.739 4.897 -1.473  -0.283
C2 4.829 -0.542 0.484  -0.181
H4 -3.102 -1.705 2.429  0.144
H5 -4.288 2.407 -4.419  0.107
As1 -0.073 0.392 -2.281  1.098
H6 -2.457 2.010 0.289  0.031
C3 -1.974 -5.909 2.218  -0.675
C4 -3.477 2.560 -3.717  -0.075
H7 1.689 5.174 -1.018  0.023
F2 2.552 -4.897 0.542  0.186
H8 0.104 4.552 1.396  0.033
H9 -4.553 -0.552 -1.409  0.076
H10 1.817 0.745 -3.935  0.020
C5 5.508 -0.079 -1.782  0.008
H11 -2.897 -0.512 -2.019  0.022
C6 2.303 2.613 3.432  -0.235
C7 -2.553 1.550 -3.498  -0.124
H12 -4.613 -0.068 0.822  0.123
F3 -3.090 -5.180 2.101  0.127
Y1 0.269 -0.185 0.363  1.307
F4 1.708 1.729 1.335  -0.070
H13 6.346 -0.515 2.002  0.125
C8 6.113 -0.374 0.955  -0.022
H14 5.248 0.019 -2.827  0.124
N1 -0.573 -4.178 0.934  -0.273
O4 0.026 -2.382 -0.663  -0.386
C9 -2.207 -1.297 1.941  -0.215
H15 -0.988 3.178 1.596  0.004
H16 7.590 0.373 -2.011  0.108
S1 -0.530 -4.762 2.448  0.623
H17 -3.879 -1.976 -2.192  0.089
F5 -1.830 -6.657 1.126  0.142
H18 0.881 4.798 -2.548  0.023
C10 -1.400 2.936 -1.898  -0.453
S2 3.325 -1.091 1.274  0.685
H19 -2.235 4.894 -1.615  0.097
S3 0.475 -3.113 0.521  0.626
C11 -0.669 3.959 0.906  -0.290
C12 0.197 1.298 4.593  -0.128
H20 8.108 0.145 0.380  0.109
C13 -2.324 3.946 -2.136  -0.113
H21 -2.306 -2.373 -0.407  0.087
C14 7.096 -0.024 0.036  -0.058
H22 -3.739 1.579 -0.843  0.057
C15 -3.108 -1.663 -0.216  -0.240
F6 0.825 2.190 6.652  0.096
F7 2.645 -3.398 -1.031  0.153
H23 -4.128 2.454 0.643  0.090
F8 -0.814 0.727 5.277  0.079
H24 -2.212 0.220 3.464  0.108
H25 2.775 3.379 5.391  0.134
C16 -3.365 3.762 -3.032  -0.076
C17 3.071 -0.536 -1.135  -0.502
C18 6.802 0.112 -1.317  -0.057
C19 2.124 2.763 4.790  0.066
F9 1.142 -4.933 -1.078  0.124
H26 -3.567 0.636 2.046  0.106
C20 -3.629 0.384 0.989  -0.218
N2 2.339 -0.683 -0.001  -0.224
C21 -3.491 1.681 0.212  -0.061
O5 0.818 -2.175 1.577  -0.368
C22 4.529 -0.398 -0.860  -0.132
F10 3.317 3.237 2.813  0.092
H27 0.471 -1.593 -3.603  0.035
C23 1.043 1.405 -3.562  -0.249
H28 -1.052 -1.092 3.684  0.123
H29 1.505 2.265 -3.079  0.009
H30 -3.907 -2.211 0.304  0.128
O6 -0.972 -3.826 3.432  -0.256
As2 0.149 3.163 -0.700  1.166
C24 -1.484 -0.411 2.950  -0.202
C25 -3.642 -1.137 -1.537  -0.070
C26 -1.521 1.720 -2.580  -0.437
C27 1.449 1.843 2.688  -0.193
N3 -2.574 -0.615 0.688  -0.181
H31 -1.585 -2.148 1.697  0.051
C28 -0.481 -1.071 -3.500  -0.261
C29 1.058 2.079 5.338  -0.216
H32 -4.084 4.551 -3.210  0.106
H33 -0.807 -0.720 -4.476  0.036
H34 -1.201 -1.764 -3.070  0.018
O7 2.955 -0.330 2.428  -0.247
H35 -2.640 0.617 -4.043  0.096
C30 0.349 1.125 3.195  -0.195
N4 -0.447 0.431 2.335  -0.125
C31 1.855 -4.135 -0.258  -0.655

=====

# 3
This record from the Open Molecules 2025 dataset describes a molecular structure, C31H35BeF9N4OP2. The level of theory is the ωB97M-V functional and the def2-TZVPD basis.

Computed properties:
Orbital gap = 8.7922 eV
Strongest force on any atom = 3.1 eV/A
ΔE to the lowest compared entry with this formula, charge and spin = 3.5 kcal per mole
E_tot = -3092.7893 a.u.
Total charge = 0

Last column: Löwdin charge in e.
Geometry (Å):
C1 0.374 -8.560 2.410  -0.080
H1 -0.706 -6.609 2.728  0.092
P1 3.156 -7.446 -0.224  1.048
C2 0.645 -3.424 -0.516  -0.195
F1 0.677 4.541 -0.946  0.136
H2 0.788 -4.491 -0.798  0.091
C3 0.545 4.368 0.421  -0.461
C4 2.982 -9.111 -1.026  -0.403
C5 3.775 -8.407 -6.300  -0.102
H3 6.355 -9.615 2.981  0.091
N1 2.409 -8.331 -4.489  -0.257
F2 -1.455 3.357 -1.463  0.100
H4 7.754 -7.785 1.521  0.090
C6 3.275 -7.582 -5.298  -0.150
H5 -2.373 -1.737 2.784  0.117
C7 1.031 -6.653 1.372  -0.135
C8 -2.255 -2.603 0.804  -0.204
H6 2.916 -9.918 -0.280  0.067
H7 -0.479 0.520 -2.997  -0.001
C9 0.241 1.291 -2.690  -0.140
H8 1.172 -5.667 0.963  0.047
H9 1.207 0.787 -2.529  0.007
N2 1.911 -7.674 0.999  -0.258
N3 4.500 -7.852 0.868  -0.268
H10 3.448 -6.546 -5.065  0.090
H11 -0.740 -5.954 -3.099  0.085
H12 -2.039 -3.583 1.248  0.099
C10 -1.000 -6.933 -3.469  -0.146
C11 -1.948 -8.849 -4.251  -0.086
C12 0.591 -3.307 1.011  -0.227
H13 -3.164 -6.993 -3.878  0.091
F3 -2.160 4.947 -0.056  0.207
C13 -0.582 -2.852 -1.175  -0.110
H14 0.829 -9.235 -1.392  0.089
C14 3.216 -9.713 -6.108  -0.085
F4 -2.868 2.873 0.151  0.182
Be1 -0.250 2.134 -1.348  0.274
C15 -0.592 -9.077 -4.058  -0.141
H15 -0.157 -9.267 3.028  0.093
O1 -0.081 2.055 0.154  -0.062
H16 5.911 -6.556 -0.103  0.090
C16 6.688 -7.971 1.468  -0.105
H17 1.846 -10.080 -2.588  0.063
H18 0.363 2.011 -3.517  0.002
C17 5.786 -7.333 0.635  -0.161
C18 -2.202 -7.492 -3.867  -0.101
F5 -1.186 4.004 2.956  0.157
C19 4.628 -8.851 1.840  -0.138
H19 -0.027 -9.982 -4.205  0.080
H20 -0.287 -3.852 1.363  0.090
H21 1.842 -10.428 -4.507  0.079
C20 0.088 -7.167 2.251  -0.082
C21 1.766 -9.172 -1.971  -0.388
F6 0.203 5.570 0.954  0.161
H22 3.776 -9.410 2.190  0.079
C22 -1.791 3.664 -0.071  -0.372
P2 1.646 -7.635 -3.021  1.070
F7 0.351 2.427 2.788  0.164
H23 4.463 -8.113 -7.080  0.088
H24 -3.350 -2.540 0.698  0.109
C23 0.593 -1.896 1.509  -0.097
C24 5.955 -8.938 2.237  -0.090
H25 3.924 -9.263 -1.581  0.089
C25 -0.775 2.932 2.224  -0.461
H26 3.385 -10.592 -6.711  0.091
C26 -1.727 -2.475 -0.596  -0.103
H27 -0.239 -0.380 2.704  0.095
H28 -2.353 -0.545 1.513  0.107
H29 -0.486 -2.748 -2.265  0.102
H30 1.488 -3.798 1.423  0.106
C27 -1.886 -1.500 1.821  -0.190
F8 1.767 4.005 0.874  0.176
H31 1.535 -2.891 -0.903  0.120
H32 1.596 -1.433 1.517  0.114
H33 1.971 -9.789 1.456  0.088
H34 -2.434 -1.918 -1.226  0.102
N4 0.009 -7.903 -3.597  -0.281
C28 1.478 -8.843 1.622  -0.169
C29 2.400 -9.637 -4.984  -0.163
H35 -2.666 -9.568 -4.618  0.091
C30 -0.437 -1.242 2.056  -0.112
C31 -0.518 3.257 0.720  -0.225
F9 -1.735 1.956 2.332  0.138